(1)
Below is 2 unconnected molecules or ions with the total composition C4H8O2P in a non-equilibrium geometry, with properties calculated with the ωB97M-V functional and the def2-TZVPD basis.

LUMO level: 3.87 eV
Total charge: -1
Energy relative to the best compared isomer or geometry (same formula, charge and spin): 57.25 kcal/mol
Spin multiplicity: 1
HOMO level: -2.80 eV
E_tot: -649.0330 hartree

Each line ends with the Mulliken charge.
Cartesian coordinates (Å):
C -2.804 -0.390 0.638  -0.34
C -3.713 0.424 1.273  -0.67
C 3.587 0.016 -1.699  -0.46
C 2.517 -0.312 -0.913  -0.26
O -0.318 -1.464 0.578  -0.57
O -1.128 -0.028 -1.245  -0.44
P -0.955 -0.100 0.406  -0.11
H -3.152 -1.392 0.516  0.36
H -3.290 1.423 1.433  0.23
H -4.751 0.288 1.482  0.30
H 4.567 -0.460 -1.547  0.22
H 3.621 0.928 -2.410  0.20
H 2.507 -1.297 -0.307  0.20
H 1.631 0.303 -0.764  0.08
H -1.646 0.699 -1.723  0.27

---

(2)
Below is 2 unconnected molecules or ions with the total composition C4H8O2S in a non-equilibrium geometry, with properties calculated with the ωB97M-V functional and the def2-TZVPD basis.

LUMO level: 0.79 eV
Structure (SMILES): CC(=O)S.CC=O
Total charge: 0
Energy relative to the best compared isomer or geometry (same formula, charge and spin): 45.96 kcal/mol
Spin multiplicity: 1
HOMO level: -9.63 eV
E_tot: -705.8224 hartree

Each line ends with the Mulliken charge.
Cartesian coordinates (Å):
C -2.215 0.201 1.369  -1.27
C -1.599 1.325 0.551  0.73
O -1.887 1.547 -0.593  -0.50
S -0.378 2.307 1.455  -0.25
H -2.753 0.520 2.168  0.44
H -3.032 -0.346 0.937  0.34
H -1.436 -0.374 1.661  0.33
H -0.234 3.346 0.601  0.16
C 2.446 -1.543 -1.202  -0.88
C 1.135 -0.791 -1.178  0.19
O 1.213 0.393 -0.895  -0.43
H 2.323 -2.647 -1.370  0.28
H 3.246 -1.167 -1.779  0.30
H 2.918 -1.476 -0.097  0.22
H 0.253 -1.295 -1.629  0.34

---

(3)
Below is C4H8O2S in the gas phase in a non-equilibrium geometry, with properties calculated with the ωB97M-V functional and the def2-TZVPD basis.

LUMO level: 0.62 eV
Structure (SMILES): OC[C@@]1(CS)CO1
Total charge: 0
Energy relative to the best compared isomer or geometry (same formula, charge and spin): 49.35 kcal/mol
Spin multiplicity: 1
HOMO level: -9.10 eV
E_tot: -705.8170 hartree

Each line ends with the Mulliken charge.
Cartesian coordinates (Å):
O -1.878 0.005 0.824  -0.50
C -0.741 -0.586 1.371  -0.91
C 0.438 -0.345 0.531  1.47
C 0.488 -0.631 -0.960  -1.11
S -0.379 0.616 -1.963  -0.19
C 1.262 0.765 0.998  -0.71
O 1.652 -0.605 1.256  -0.51
H -1.922 0.920 1.098  0.31
H -1.037 -1.636 1.479  0.26
H -0.601 -0.213 2.379  0.42
H 0.044 -1.617 -1.174  0.36
H 1.505 -0.645 -1.353  0.43
H -1.572 0.319 -1.445  0.13
H 0.928 1.291 1.897  0.30
H 1.842 1.301 0.234  0.26

---

(4)
Below is a molecular structure, C4H8O2Sc in a non-equilibrium geometry, with properties calculated with the ωB97M-V functional and the def2-TZVPD basis.

LUMO level (spin up / spin down): -16.13 / -16.13 eV
Total charge: +3
Energy relative to the best compared isomer or geometry (same formula, charge and spin): 21.19 kcal/mol
Spin multiplicity: 1
HOMO level (spin up / spin down): -20.90 / -20.90 eV
E_tot: -1067.0185 hartree

Each line ends with the Mulliken charge.
Cartesian coordinates (Å):
C 1.714 -0.841 0.130  -0.55
C 1.025 0.472 -0.005  -0.17
C -0.156 0.731 0.693  -0.12
C -1.245 1.318 0.033  0.06
O -2.320 1.646 0.614  -0.51
Sc -4.078 2.603 0.403  2.03
H 2.303 -1.081 -0.765  0.38
H 1.472 -1.395 1.042  0.38
H 1.083 0.900 -1.013  0.36
H 2.454 0.056 0.647  0.36
H -0.277 0.417 1.732  0.35
H -1.151 1.526 -1.047  0.34
H -0.758 -1.547 -0.530  0.32
O -0.052 -1.934 -1.077  -0.61
H -0.014 -2.872 -0.858  0.37

---

(5)
Below is 2 unconnected molecules or ions with the total composition C4H8O2Se in a non-equilibrium geometry, with properties calculated with the ωB97M-V functional and the def2-TZVPD basis.

LUMO level (spin up / spin down): -0.73 / -0.81 eV
Total charge: 0
Energy relative to the best compared isomer or geometry (same formula, charge and spin): 54.81 kcal/mol
Spin multiplicity: 1
HOMO level (spin up / spin down): -8.15 / -8.12 eV
E_tot: -2709.0211 hartree

Each line ends with the Mulliken charge.
Cartesian coordinates (Å):
C 0.659 0.838 -0.813  0.72
C 0.076 2.262 -1.060  -0.81
C -0.559 -1.098 2.228  -0.84
C 0.150 -1.408 -1.187  -0.64
O 1.567 0.679 -0.051  -0.49
O -0.164 -0.125 -1.317  -0.28
Se -1.435 -2.216 0.884  -0.09
H 0.843 3.075 -1.206  0.30
H -0.504 2.361 -0.177  0.23
H -0.576 2.028 -1.986  0.28
H -0.931 -0.132 2.486  0.32
H -0.392 -1.550 3.232  0.34
H 0.460 -0.998 1.769  0.18
H -0.283 -1.953 -1.996  0.36
H 1.089 -1.762 -0.806  0.42

---

(6)
Below is a molecular structure, C4H8O2Sm in a non-equilibrium geometry, with properties calculated with the ωB97M-V functional and the def2-TZVPD basis.

LUMO level (spin up / spin down): -9.75 / -9.54 eV
Expectation value of S²: 12.0067
Total charge: +2
Energy relative to the best compared isomer or geometry (same formula, charge and spin): 0.00 kcal/mol
Spin multiplicity: 7
HOMO level (spin up / spin down): -15.67 / -15.67 eV
E_tot: -964.9737 hartree

Each line ends with the Mulliken charge.
Cartesian coordinates (Å):
C -3.005 0.599 -1.596  -0.96
C -2.742 -0.518 -0.664  -0.18
C -2.148 -0.388 0.556  0.02
C -2.255 -1.454 1.486  0.01
O -1.718 -1.428 2.616  -0.65
Sm -1.202 -2.793 4.843  1.89
H -3.604 0.241 -2.447  0.33
H -3.648 1.342 -1.100  0.32
H -1.968 0.797 -1.985  0.33
H -3.266 -1.455 -0.881  0.27
H -1.532 0.476 0.810  0.32
H -2.837 -2.345 1.195  0.30
H -1.890 3.507 0.257  0.30
O -2.263 3.941 -0.520  -0.63
H -3.022 4.433 -0.192  0.33

---

(7)
Below is C4H8O3 in the gas phase, with properties calculated with the ωB97M-V functional and the def2-TZVPD basis.

LUMO level: 0.57 eV
Structure (SMILES): O=C(CO)CCO
Total charge: 0
Energy relative to the best compared isomer or geometry (same formula, charge and spin): 32.66 kcal/mol
Spin multiplicity: 1
HOMO level: -10.17 eV
E_tot: -382.9128 hartree

Each line ends with the Mulliken charge.
Cartesian coordinates (Å):
O 0.169 2.088 -0.164  -0.62
C -0.163 0.973 0.189  0.68
C -1.624 0.595 0.184  -0.48
O -2.438 1.618 -0.299  -0.53
C 0.849 -0.062 0.648  -0.55
C 1.402 -0.977 -0.467  -0.49
O 0.500 -1.950 -0.953  -0.51
H -1.700 -0.323 -0.418  0.26
H -1.904 0.326 1.216  0.26
H -1.832 2.338 -0.544  0.37
H 1.698 0.515 1.022  0.35
H 0.431 -0.634 1.488  0.32
H 1.616 -0.363 -1.338  0.30
H 2.377 -1.386 -0.118  0.32
H 0.619 -2.758 -0.447  0.32

---

(8)
Below is 2 unconnected molecules or ions with the total composition C4H8O3, with properties calculated with the ωB97M-V functional and the def2-TZVPD basis.

LUMO level: 0.50 eV
Structure (SMILES): O=CCO.CC=O
Total charge: 0
Energy relative to the best compared isomer or geometry (same formula, charge and spin): 49.64 kcal/mol
Spin multiplicity: 1
HOMO level: -9.85 eV
E_tot: -382.8857 hartree

Each line ends with the Mulliken charge.
Cartesian coordinates (Å):
O 2.539 -1.568 -0.665  -0.51
C 1.536 -1.054 -0.227  0.14
C 1.603 0.315 0.429  -0.06
O 2.738 0.393 1.253  -0.53
H 0.560 -1.568 -0.277  0.28
H 1.617 1.063 -0.382  0.24
H 0.717 0.505 1.042  0.09
H 3.436 -0.082 0.779  0.33
C -2.367 0.598 0.213  -0.86
C -1.720 -0.142 -0.922  0.10
O -0.719 0.239 -1.487  -0.46
H -1.632 1.228 0.722  0.25
H -3.146 1.249 -0.201  0.31
H -2.844 -0.089 0.918  0.30
H -2.211 -1.084 -1.240  0.39

---

(9)
Below is C4H8O3 in the gas phase in a non-equilibrium geometry, with properties calculated with the ωB97M-V functional and the def2-TZVPD basis.

LUMO level: 0.68 eV
Structure (SMILES): OO[C@H]1CCCO1
Total charge: 0
Energy relative to the best compared isomer or geometry (same formula, charge and spin): 141.47 kcal/mol
Spin multiplicity: 1
HOMO level: -10.06 eV
E_tot: -382.7394 hartree

Each line ends with the Mulliken charge.
Cartesian coordinates (Å):
O -1.997 -0.342 -2.046  -0.44
O -0.629 -0.358 -1.500  -0.25
C -0.809 -0.686 -0.157  0.13
C 0.738 -1.141 0.151  -0.61
C 1.260 0.292 0.425  -0.50
C 0.171 1.060 1.042  -0.42
O -1.089 0.489 0.594  -0.45
H -2.296 0.798 -2.013  0.36
H -1.490 -1.402 0.146  0.43
H 1.216 -1.506 -0.784  0.32
H 0.824 -1.770 1.129  0.31
H 2.367 0.624 0.825  0.27
H 1.145 0.689 -0.699  0.22
H 0.291 1.217 2.140  0.32
H 0.300 2.036 0.750  0.31

---

(10)
Below is a molecular structure, C4H8O3, with properties calculated with the ωB97M-V functional and the def2-TZVPD basis.

LUMO level: 0.52 eV
Total charge: 0
Energy relative to the best compared isomer or geometry (same formula, charge and spin): 69.23 kcal/mol
Spin multiplicity: 1
HOMO level: -9.44 eV
E_tot: -382.8545 hartree

Each line ends with the Mulliken charge.
Cartesian coordinates (Å):
C 0.425 -1.129 -1.829  -0.70
C 0.862 -1.747 -0.667  -0.12
O 0.643 -0.493 0.949  -0.62
C 0.032 0.561 0.684  0.73
O -0.057 1.058 -0.496  -0.67
C -0.701 1.314 1.789  -0.26
O -1.331 2.468 1.317  -0.55
H -0.539 -1.428 -2.234  0.31
H 0.165 0.079 -1.259  0.28
H 1.184 -0.846 -2.556  0.33
H 1.916 -1.790 -0.421  0.21
H 0.239 -2.450 -0.127  0.24
H -1.429 0.620 2.235  0.22
H 0.020 1.566 2.577  0.24
H -1.209 2.459 0.355  0.35

---

(11)
Below is C4H8O3 in the gas phase in a non-equilibrium geometry, with properties calculated with the ωB97M-V functional and the def2-TZVPD basis.

LUMO level: 0.80 eV
Structure (SMILES): COC(=O)[C@@H](C)O
Total charge: 0
Energy relative to the best compared isomer or geometry (same formula, charge and spin): 44.05 kcal/mol
Spin multiplicity: 1
HOMO level: -10.21 eV
E_tot: -382.8946 hartree

Each line ends with the Mulliken charge.
Cartesian coordinates (Å):
C -1.746 -0.242 -2.002  -0.61
O -0.944 -0.682 -0.880  -0.34
C -0.506 0.332 -0.114  0.33
O -1.015 1.418 -0.168  -0.55
C 0.597 0.130 0.983  0.55
C 1.794 -0.865 1.115  -0.96
O 1.089 1.387 1.254  -0.53
H -2.639 0.330 -1.724  0.28
H -2.025 -1.159 -2.521  0.23
H -1.113 0.388 -2.635  0.29
H -0.083 -0.070 1.809  0.12
H 1.909 -1.817 0.572  0.31
H 1.921 -1.090 2.189  0.27
H 2.617 -0.155 0.856  0.28
H 1.152 2.059 0.537  0.32

---

(12)
Below is C4H8O3 in the gas phase, with properties calculated with the ωB97M-V functional and the def2-TZVPD basis.

LUMO level: 0.72 eV
Total charge: 0
Energy relative to the best compared isomer or geometry (same formula, charge and spin): 151.58 kcal/mol
Spin multiplicity: 1
HOMO level: -8.42 eV
E_tot: -382.7233 hartree

Each line ends with the Mulliken charge.
Cartesian coordinates (Å):
O -0.083 -2.279 0.242  -0.56
C 0.069 -1.174 1.112  -0.49
C 0.614 0.122 0.526  -0.17
C -0.721 1.203 -0.186  -0.36
O -0.216 2.478 -0.036  -0.48
C 0.318 0.093 -1.210  -0.37
O 1.487 -0.218 -0.549  -0.39
H 0.775 -2.389 -0.193  0.33
H -0.895 -1.015 1.604  0.34
H 0.799 -1.409 1.906  0.27
H -1.394 1.259 -1.057  0.38
H -1.366 0.839 0.622  0.29
H 0.437 2.388 0.679  0.45
H 0.475 0.860 -1.965  0.42
H -0.300 -0.758 -1.495  0.35

---

(13)
Below is C4H8O3 in the gas phase, with properties calculated with the ωB97M-V functional and the def2-TZVPD basis.

LUMO level: 0.58 eV
Structure (SMILES): CC[C@@H](O)C(=O)O
Total charge: 0
Energy relative to the best compared isomer or geometry (same formula, charge and spin): 13.62 kcal/mol
Spin multiplicity: 1
HOMO level: -10.63 eV
E_tot: -382.9431 hartree

Each line ends with the Mulliken charge.
Cartesian coordinates (Å):
C 1.314 0.893 -0.596  -1.28
C -0.157 0.577 -0.874  -0.20
C -0.968 -0.068 0.269  -0.12
O -2.182 -0.571 -0.213  -0.57
C -0.180 -1.203 0.914  0.61
O -0.399 -2.360 0.658  -0.60
O 0.790 -0.848 1.771  -0.48
H 1.879 0.005 -0.294  0.40
H 1.448 1.662 0.177  0.29
H 1.785 1.277 -1.505  0.35
H -0.691 1.487 -1.171  0.33
H -0.226 -0.117 -1.719  0.23
H -1.193 0.681 1.044  0.31
H -2.061 -1.535 -0.275  0.37
H 0.840 0.119 1.814  0.36

---

(14)
Below is C4H8O3 in the gas phase, with properties calculated with the ωB97M-V functional and the def2-TZVPD basis.

LUMO level: 0.80 eV
Structure (SMILES): COC(=O)[C@@H](C)O
Total charge: 0
Energy relative to the best compared isomer or geometry (same formula, charge and spin): 20.95 kcal/mol
Spin multiplicity: 1
HOMO level: -10.34 eV
E_tot: -382.9314 hartree

Each line ends with the Mulliken charge.
Cartesian coordinates (Å):
C 2.447 -0.091 0.480  -0.66
O 1.174 0.338 -0.013  -0.30
C 0.253 -0.620 -0.035  0.57
O 0.503 -1.802 0.087  -0.64
C -1.168 -0.088 0.070  0.52
C -1.571 1.182 -0.669  -1.18
O -2.062 -1.129 -0.199  -0.55
H 2.380 -0.238 1.568  0.29
H 3.111 0.735 0.238  0.22
H 2.742 -1.025 -0.003  0.31
H -1.189 0.165 1.147  0.10
H -0.904 2.013 -0.420  0.33
H -2.580 1.457 -0.343  0.33
H -1.600 1.047 -1.753  0.31
H -1.536 -1.945 -0.152  0.36

---

(15)
Below is 2 unconnected molecules or ions with the total composition C4H8O3, with properties calculated with the ωB97M-V functional and the def2-TZVPD basis.

LUMO level: 0.73 eV
Structure (SMILES): CCC=O.O=CO
Total charge: 0
Energy relative to the best compared isomer or geometry (same formula, charge and spin): 18.46 kcal/mol
Spin multiplicity: 1
HOMO level: -10.35 eV
E_tot: -382.9354 hartree

Each line ends with the Mulliken charge.
Cartesian coordinates (Å):
C -2.058 0.383 -1.063  -1.29
C -0.592 0.288 -0.637  -0.12
C -0.192 1.407 0.285  0.12
O 0.502 1.297 1.279  -0.60
H -2.721 0.282 -0.197  0.35
H -2.299 -0.416 -1.771  0.33
H -2.272 1.342 -1.547  0.35
H 0.074 0.356 -1.511  0.31
H -0.370 -0.667 -0.159  0.16
H -0.567 2.416 0.006  0.33
O 2.096 -1.290 -0.284  -0.49
C 2.288 -1.645 0.854  0.15
O 1.884 -1.004 1.941  -0.43
H 2.823 -2.567 1.132  0.36
H 1.404 -0.181 1.671  0.47

---

(16)
Below is 2 unconnected molecules or ions with the total composition C4H8O3, with properties calculated with the ωB97M-V functional and the def2-TZVPD basis.

LUMO level: 0.64 eV
Structure (SMILES): O=CCO.CC=O
Total charge: 0
Energy relative to the best compared isomer or geometry (same formula, charge and spin): 47.95 kcal/mol
Spin multiplicity: 1
HOMO level: -9.86 eV
E_tot: -382.8884 hartree

Each line ends with the Mulliken charge.
Cartesian coordinates (Å):
O 2.913 -1.483 -0.432  -0.54
C 1.782 -1.083 -0.246  0.12
C 1.553 0.260 0.440  -0.11
O 2.672 0.629 1.198  -0.55
H 0.896 -1.623 -0.600  0.41
H 1.327 1.006 -0.346  0.23
H 0.647 0.200 1.059  0.09
H 3.380 0.026 0.913  0.35
C -2.382 0.731 0.151  -0.90
C -1.870 -0.297 -0.819  0.17
O -0.706 -0.426 -1.120  -0.45
H -1.552 1.232 0.658  0.23
H -2.939 1.468 -0.440  0.30
H -3.080 0.300 0.877  0.31
H -2.639 -0.941 -1.293  0.34